{
  "formula": "C38H39AsGeMnNO",
  "method": "wB97M-V/def2-TZVPD",
  "symbols": ["Mn", "C", "As", "C", "C", "O", "H", "H", "H", "H", "H", "H", "H", "H", "H", "C", "C", "C", "C", "C", "C", "C", "C", "C", "C", "C", "C", "C", "C", "C", "H", "H", "H", "H", "H", "H", "H", "H", "H", "H", "C", "Ge", "C", "C", "C", "C", "C", "C", "C", "C", "C", "C", "C", "C", "C", "C", "C", "C", "H", "H", "H", "H", "H", "H", "H", "H", "H", "H", "H", "H", "H", "H", "H", "C", "C", "C", "N", "H", "H", "H", "H", "H"],
  "coordinates": [[11.4477, 13.6158, 11.3402], [15.7987, 13.6780, 13.3201], [14.3924, 12.7026, 12.3970], [15.2228, 11.5671, 11.0767], [13.3970, 11.6663, 13.7378], [13.3419, 13.9615, 11.5802], [16.5347, 12.9888, 13.7215], [15.3402, 14.2706, 14.1254], [16.2485, 14.3190, 12.5557], [15.6766, 10.7079, 11.5475], [15.9784, 12.1448, 10.5303], [14.4299, 11.2261, 10.3919], [14.0503, 11.2235, 14.4861], [12.8522, 10.9195, 13.1761], [12.6642, 12.3166, 14.2319], [9.6625, 13.7967, 10.6935], [8.8315, 13.1680, 9.9898], [7.9261, 12.5451, 9.1556], [7.7001, 11.0972, 9.2679], [7.7033, 10.4664, 10.5307], [7.5038, 9.0961, 10.6512], [7.4143, 8.3043, 9.5166], [7.4543, 8.8888, 8.2593], [7.5600, 10.2651, 8.1169], [7.4904, 13.3314, 8.0166], [6.4459, 12.9152, 7.1465], [6.1774, 13.6268, 5.9859], [6.8147, 14.8449, 5.7786], [7.7538, 15.3466, 6.6718], [8.0570, 14.6057, 7.7957], [7.8611, 11.1045, 11.4039], [7.3880, 8.6482, 11.6349], [7.2822, 7.2440, 9.6009], [7.3529, 8.2475, 7.3850], [7.6099, 10.6877, 7.1004], [5.9037, 12.0016, 7.3758], [5.4437, 13.2610, 5.2748], [6.6046, 15.4290, 4.8631], [8.2345, 16.3034, 6.4926], [8.7408, 14.9668, 8.5523], [11.8919, 15.6104, 8.6718], [11.3886, 16.0600, 10.5890], [9.6528, 16.9827, 10.4869], [9.5036, 17.8124, 9.3919], [8.3176, 18.4838, 9.1825], [7.2855, 18.3474, 10.0970], [7.4302, 17.5156, 11.2007], [8.5926, 16.8145, 11.3687], [12.8430, 17.3788, 10.9138], [13.9056, 17.3183, 10.0379], [14.8100, 18.3854, 9.8891], [14.7498, 19.5213, 10.6778], [13.7252, 19.5938, 11.6528], [13.6404, 20.7300, 12.5249], [12.6466, 20.7825, 13.4821], [11.7021, 19.7322, 13.6020], [11.7579, 18.6002, 12.8104], [12.7520, 18.5109, 11.7802], [12.2042, 16.5191, 8.1651], [11.0393, 15.1869, 8.1246], [12.7017, 14.8798, 8.6486], [10.3283, 17.9445, 8.6865], [8.2137, 19.1221, 8.3110], [6.3639, 18.9113, 9.9545], [6.6008, 17.4020, 11.9152], [8.6676, 16.1082, 12.1866], [14.1146, 16.3845, 9.4857], [15.5862, 18.3037, 9.1421], [15.4828, 20.3277, 10.5854], [14.4045, 21.5053, 12.4623], [12.5677, 21.6458, 14.1595], [10.9800, 19.7979, 14.4170], [11.0712, 17.7633, 13.0192], [12.6507, 8.2236, 10.5975], [11.2674, 8.8882, 10.5556], [11.3935, 10.3183, 10.8108], [11.7413, 11.4185, 10.9720], [12.5445, 7.1930, 10.3017], [13.0954, 8.2277, 11.6031], [13.3705, 8.7051, 9.9320], [10.6348, 8.3996, 11.3095], [10.8204, 8.7059, 9.5764]],
  "homo_lumo_gap_ev": [4.08, 4.30],
  "spin_multiplicity": 5,
  "fmax_ev_per_a": 4.5,
  "s_squared": 6.340,
  "e_homo_ev": [-4.549, -4.812]
}